# 1
Entry from OMol25: a structure of composition C2H6N11Os in a non-equilibrium geometry (wB97M-V/def2-TZVPD).

```
20
C2H6N11Os | OMol25 | wB97M-V/def2-TZVPD
Os -0.157 -1.101 -0.415
N -4.003 0.468 -1.036
N -3.440 1.509 -0.378
N 1.992 1.863 1.646
N -1.922 -0.128 -0.587
N -1.293 1.931 0.548
N 1.906 0.644 1.073
N -3.091 -0.519 -1.163
N 0.655 0.472 0.566
N 1.633 -2.106 -0.248
N 2.288 -1.729 -1.468
N 0.801 2.495 1.519
C -2.165 1.114 -0.116
C 0.003 1.618 0.854
H 2.143 -1.785 0.608
H 3.289 -1.944 -1.468
H -0.674 -1.771 1.088
H -1.629 2.827 0.833
H 1.455 -3.136 -0.213
H 2.208 -0.723 -1.644
```

As for the total energy: -772.27120 hartree. The net charge is +1. For the gap between HOMO and LUMO (alpha / beta), the calculation gives 7.772 / 5.975 eV. For the HOMO energy (alpha / beta), the calculation gives -13.1941 / -13.9843 eV. The value obtained for the LUMO energy (alpha / beta) is -0.1993 / -0.2943 hartree. As for the multiplicity: 5. As for the expectation value of S²: 6.04.



# 2
Entry from OMol25: the ion C4H6FN2 with charge +1 in a non-equilibrium geometry (wB97M-V/def2-TZVPD).

```
13
C4H6FN2 | OMol25 | wB97M-V/def2-TZVPD
F 0.266 -2.960 0.719
N 0.225 -0.801 0.280
N -1.673 -1.787 1.033
C -0.154 0.366 -0.407
C -0.481 -1.871 0.635
C 1.036 1.163 -1.087
C 0.488 1.711 0.121
H 1.051 1.630 1.041
H 0.711 1.515 -2.060
H -1.130 0.395 -0.881
H -0.260 2.497 0.090
H -2.082 -2.538 1.581
H 2.004 0.678 -1.064
```

As for the total energy: -364.98297 hartree. The net charge is +1. For the gap between HOMO and LUMO (alpha / beta), the calculation gives 7.869 / 7.867 eV. For the HOMO energy (alpha / beta), the calculation gives -16.1283 / -16.1262 eV. The value obtained for the LUMO energy (alpha / beta) is -0.3035 / -0.3035 hartree. As for the multiplicity: 1. The energy above the lowest of the compared OMol25 structures with the same formula, charge and spin is 3.896 eV.



# 3
Entry from OMol25: a cluster of 11 separate species, C5H32N2O11 in total in a non-equilibrium geometry (wB97M-V/def2-TZVPD).

```
50
C5H32N2O11 | OMol25 | wB97M-V/def2-TZVPD
O -0.130 3.127 0.791
O 0.546 -3.118 2.260
O 2.211 -1.021 2.928
O -1.853 -1.051 -3.427
O -2.662 -2.295 1.727
O -0.694 3.252 -1.640
O -2.411 1.131 -1.538
O 1.436 -1.405 -2.628
O 0.833 -2.767 -0.458
O -1.566 -3.328 -1.541
O 0.055 0.771 -2.751
N 1.515 1.768 0.344
N -1.558 0.517 1.300
C 2.195 0.427 0.069
C -0.116 1.192 3.344
C 2.179 2.827 -0.409
C -0.251 0.858 1.838
C 0.330 2.010 1.011
H -1.768 -0.447 -2.747
H -0.936 4.074 -2.206
H 1.033 -0.463 -2.658
H -0.376 3.439 -0.692
H 0.968 -3.549 1.575
H 0.724 -1.851 -3.207
H 3.122 2.460 -0.751
H 2.938 -1.516 3.541
H 1.489 3.043 -1.283
H -0.068 -2.437 1.897
H 0.354 1.619 -3.200
H 2.296 3.692 0.249
H -0.700 1.135 -2.110
H -2.178 2.079 -1.612
H -2.242 0.897 1.922
H 0.820 0.865 3.652
H -3.446 -2.107 1.193
H -0.755 0.729 3.975
H 2.479 -0.038 1.002
H 0.401 0.007 1.688
H 0.199 -3.307 -0.872
H -2.189 -3.164 -2.200
H 1.487 -0.137 -0.488
H -1.666 -2.765 -0.774
H 3.111 0.605 -0.575
H -2.707 -3.334 1.680
H 1.243 -2.310 -1.246
H -1.739 -0.445 1.374
H 1.659 -1.888 2.767
H -1.330 -0.750 -4.160
H -0.138 2.263 3.707
H -2.144 0.706 -0.658
```

As for the total energy: -1146.81007 hartree. For the gap between HOMO and LUMO, the calculation gives 9.254 eV. For the HOMO energy, the calculation gives -9.1376 eV. The value obtained for the LUMO energy is 0.0043 hartree. As for the multiplicity: 1. The energy above the lowest of the compared OMol25 structures with the same formula, charge and spin is 3.684 eV. Its SMILES is C[C@@H](N)C(=O)N(C)C.O.O.O.O.O.O.O.O.O.O.



# 4
Entry from OMol25: a cluster of 2 separate species, C2H11N2O in total in a non-equilibrium geometry (wB97M-V/def2-TZVPD).

```
16
C2H11N2O | OMol25 | wB97M-V/def2-TZVPD
O 0.946 1.862 0.569
N 1.203 -0.373 -0.404
N -1.367 0.182 -0.089
C -1.798 -1.234 -0.409
C 1.713 0.530 0.611
H 1.562 -0.014 -1.281
H 1.498 -1.294 -0.080
H -2.771 -1.487 -0.002
H -1.203 -1.909 0.177
H -1.821 0.598 0.727
H 1.508 0.189 1.610
H -1.497 -1.437 -1.464
H 2.709 0.667 0.460
H -1.830 0.685 -0.838
H 1.421 2.670 0.638
H -0.273 0.366 -0.227
```

As for the total energy: -267.26516 hartree. The net charge is +1. For the gap between HOMO and LUMO, the calculation gives 11.683 eV. For the HOMO energy, the calculation gives -14.7392 eV. The value obtained for the LUMO energy is -0.1123 hartree. As for the multiplicity: 1. The energy above the lowest of the compared OMol25 structures with the same formula, charge and spin is 1.620 eV.



# 5
Entry from OMol25: an isolated molecule of C5H8N2O2S2 in a non-equilibrium geometry (wB97M-V/def2-TZVPD).

```
19
C5H8N2O2S2 | OMol25 | wB97M-V/def2-TZVPD
S 0.740 0.285 -2.469
S 2.087 -1.950 -0.020
O 3.413 -1.246 0.046
O 2.075 0.790 -2.860
N -1.177 -0.259 1.331
N -1.095 1.273 -0.530
C -0.242 -1.177 1.278
C -0.997 1.082 1.127
C 0.942 -1.273 -1.426
C 0.001 1.455 -1.169
C 1.062 -1.024 1.194
H 0.824 2.079 -0.720
H -1.824 1.739 1.555
H -1.789 0.664 -0.807
H 0.893 -2.037 -2.085
H -0.594 -2.149 1.086
H -0.006 1.590 1.209
H 0.001 -1.447 -0.926
H 1.660 -0.130 1.567
```

As for the total energy: -1251.42038 hartree. For the gap between HOMO and LUMO (alpha / beta), the calculation gives 6.500 / 6.506 eV. For the HOMO energy (alpha / beta), the calculation gives -8.0624 / -8.0655 eV. The value obtained for the LUMO energy (alpha / beta) is -0.0574 / -0.0573 hartree. As for the multiplicity: 1. The energy above the lowest of the compared OMol25 structures with the same formula, charge and spin is 6.756 eV.



# 6
Entry from OMol25: an isolated molecule of C3H4N2S in a non-equilibrium geometry (wB97M-V/def2-TZVPD).

```
10
C3H4N2S | OMol25 | wB97M-V/def2-TZVPD
S 0.243 0.639 1.796
N -0.959 -0.741 -1.590
N 0.020 0.093 0.184
C 0.992 0.088 -0.771
C -1.126 -0.386 -0.332
C 0.347 -0.447 -1.883
H -2.041 -0.489 0.246
H 0.783 -0.624 -2.884
H 1.983 0.478 -0.646
H 0.676 -0.585 2.305
```

As for the total energy: -624.38813 hartree. For the gap between HOMO and LUMO, the calculation gives 9.562 eV. For the HOMO energy, the calculation gives -9.0329 eV. The value obtained for the LUMO energy is 0.0195 hartree. As for the multiplicity: 1. The energy above the lowest of the compared OMol25 structures with the same formula, charge and spin is 1.025 eV. Its SMILES is Sn1ccnc1.



# 7
Entry from OMol25: a cluster of 11 separate species, C15H52N8O11 in total in a non-equilibrium geometry (wB97M-V/def2-TZVPD).

```
86
C15H52N8O11 | OMol25 | wB97M-V/def2-TZVPD
O 13.173 -0.184 -20.992
O 8.448 -2.008 -18.600
O 13.722 -6.586 -16.090
O 5.147 -4.361 -17.477
O 9.050 -4.304 -21.416
O 9.409 -0.612 -22.301
O 4.766 -0.752 -22.083
O 9.317 -5.253 -17.822
O 10.466 -2.195 -16.358
O 8.960 1.097 -19.545
O 13.178 -2.733 -19.343
N 6.886 -5.572 -16.477
N 6.832 0.228 -22.410
N 6.467 -0.526 -20.483
N 7.144 -3.399 -16.641
N 12.901 -4.586 -17.152
N 15.047 -5.018 -17.183
N 10.333 -1.137 -19.811
N 10.363 -3.194 -19.161
C 10.453 -0.800 -16.307
C 8.702 -1.361 -24.559
C 9.079 -0.253 -16.136
C 13.546 -3.271 -20.564
C 6.751 -3.981 -21.008
C 6.357 -4.415 -16.875
C 9.833 -1.221 -23.519
C 9.965 1.879 -18.853
C 5.984 -0.410 -21.698
C 13.873 -5.399 -16.833
C 9.397 -6.176 -18.873
C 12.563 -4.402 -20.864
C 7.915 -3.605 -21.907
C 9.689 -2.122 -19.252
C 12.313 0.842 -21.504
H 9.027 -1.837 -25.435
H 7.720 -3.693 -22.971
H 8.587 -6.168 -19.620
H 8.422 -0.376 -24.908
H 9.456 -3.817 -20.683
H 10.251 -5.942 -19.542
H 7.842 0.107 -22.281
H 6.578 0.186 -23.443
H 15.255 -4.180 -17.652
H 11.533 0.811 -20.698
H 13.914 -2.212 -19.027
H 10.247 2.744 -19.438
H 11.945 -4.999 -16.917
H 10.824 1.318 -18.555
H 11.878 0.520 -22.457
H 7.821 -1.958 -24.203
H 8.472 -0.953 -15.591
H 10.493 -0.439 -23.824
H 15.846 -5.572 -16.861
H 6.321 -6.356 -16.787
H 10.348 -2.164 -23.325
H 13.652 -2.570 -21.420
H 8.430 -5.336 -17.397
H 10.445 -2.500 -17.251
H 9.018 0.715 -15.563
H 9.385 2.264 -17.989
H 8.053 -2.543 -21.716
H 11.340 -1.058 -19.853
H 9.817 -0.239 -19.664
H 5.846 -0.932 -19.763
H 8.612 -0.030 -17.128
H 10.852 -0.417 -17.210
H 9.994 -0.866 -21.564
H 7.527 -5.663 -15.620
H 12.337 -4.976 -19.987
H 7.418 -0.523 -20.206
H 7.001 -3.774 -19.984
H 9.974 -3.973 -18.636
H 12.875 1.776 -21.501
H 6.431 -4.999 -21.033
H 8.064 -3.419 -16.085
H 11.348 -3.226 -19.393
H 14.525 -3.735 -20.503
H 12.901 -5.008 -21.666
H 5.867 -3.353 -21.220
H 8.215 1.682 -19.693
H 13.373 0.038 -20.112
H 9.458 -7.189 -18.473
H 11.536 -4.027 -21.115
H 7.032 -2.572 -17.188
H 13.068 -3.818 -17.879
H 11.185 -0.540 -15.575
```

As for the total energy: -1868.26837 hartree. For the gap between HOMO and LUMO, the calculation gives 7.916 eV. For the HOMO energy, the calculation gives -8.7183 eV. The value obtained for the LUMO energy is -0.0295 hartree. As for the multiplicity: 1. The energy above the lowest of the compared OMol25 structures with the same formula, charge and spin is 1.276 eV. Its SMILES is NC(N)=O.NC(N)=O.NC(N)=O.NC(N)=O.CCO.CCO.CCO.CCO.CO.CO.CO.